ORCA calculation (ωB97M-V with the def2-TZVPD basis set) on 2 unconnected molecules or ions with the total composition C37H61ClN2O4S2Si in a non-equilibrium geometry.

F_max in hartree/bohr: 0.086
Electronic energy in eV: -92596.554
Charge: 0
SMILES string: CC[C@@H](C)c1cc2c(cc1CCCCCCOC(C)=O)Sc1ccc([Si](C)(C)C)c(CCCCS(=O)(=O)Cl)c1N2.CCN(CC)CC

Structure (XYZ):
```
108
C37H61ClN2O4S2Si, DFT ωB97M-V with the def2-TZVPD basis set
Cl -6.39304 -0.68348 1.09944
S 0.37164 2.96822 1.24269
S -5.65451 -2.59100 0.73826
Si -0.24461 -0.77363 6.67441
O -5.33204 -2.67291 -0.68587
O 0.31911 -7.14739 -5.40994
O 0.23770 -6.11620 -3.43319
O -6.56338 -3.63475 1.18911
N -2.11094 1.45619 1.90899
N 4.22366 5.80942 -1.08865
C 0.20294 1.98496 2.77654
C -2.36504 0.31046 -0.34381
C 3.52371 5.13509 -0.00262
C -1.09397 -2.43054 6.21136
C -1.01311 0.09146 8.18429
C -1.24809 0.45337 4.11820
C -0.45510 1.86456 0.04017
C 0.03179 1.63229 -1.30412
C 1.34000 -0.26936 -3.47611
C -3.47880 1.20304 -3.92365
C -2.78510 -0.96644 -2.55546
C -1.92372 0.03126 -1.71205
C 1.26695 1.90905 3.75295
C 1.70416 -2.60130 -2.43568
C -2.60271 -0.30052 4.26117
C 4.51649 4.04759 -2.91942
C 1.57526 -1.24994 7.10980
C -3.34394 -0.36864 -3.90826
C 3.93590 3.69801 0.32589
C -0.15511 0.33385 5.10822
C -2.60779 -1.47545 3.20356
C -1.95682 -2.31424 -2.75472
C 6.30759 6.98097 -1.79331
C 1.28301 -1.83562 -3.75171
C -1.09149 1.29546 2.91056
C -1.65848 1.19699 0.56995
C -0.69825 0.69498 -2.16885
C 3.88563 5.35339 -2.42886
C -1.85209 -6.15151 -4.86759
C 1.14894 -4.07678 -2.29481
C -4.02379 -2.17601 3.06989
C 1.11175 1.08503 4.94155
C -0.08750 0.45535 -3.59279
C 0.75503 -4.76282 -3.64118
C -4.05526 -2.85088 1.62733
C 5.63749 6.01927 -0.82101
C -0.36824 -6.53993 -4.63924
H -2.20856 -2.40300 6.26302
H 7.33159 7.18058 -1.46951
H 1.70794 -4.89799 -4.23133
H -4.08538 1.45426 -4.84447
H -1.79258 -2.20448 3.42628
H -2.55413 -6.69973 -4.18478
H -4.04742 1.61781 -3.05631
H -2.87541 -0.59803 5.30012
H -4.36334 -0.77310 -4.17058
H 3.49696 3.40432 1.28198
H -4.09409 -2.95087 3.88296
H 6.35890 6.57055 -2.80380
H 3.56774 2.99425 -0.42078
H -3.29571 -0.18711 0.01518
H -1.96476 -5.06130 -4.61016
H 2.04041 -2.06258 -4.55754
H 2.82735 -2.54693 -2.35267
H 2.15075 -1.21331 6.15109
H 4.02540 3.17341 -2.49100
H -0.01663 -4.21945 -4.23976
H -4.88052 -1.47624 3.23179
H 0.26169 -4.03542 -1.60523
H -1.81670 -2.58136 -3.83565
H -2.66931 -0.72929 -4.73896
H -2.35905 -1.00948 2.20633
H 0.96183 2.16465 -1.60776
H 2.20131 2.48568 3.57316
H -2.96910 0.95842 2.13299
H -3.83179 -3.93432 1.77323
H 2.44775 5.15768 -0.20142
H -0.62808 -3.23873 6.83242
H 5.58427 3.98855 -2.70019
H 1.94235 1.02313 5.67335
H -0.52237 -0.31961 9.11387
H 4.15637 6.14401 -3.13585
H -3.40441 0.42702 3.92959
H -0.94275 -2.22857 -2.27549
H 2.79776 5.27585 -2.51857
H 5.77687 7.93485 -1.82998
H 5.74432 6.44865 0.18064
H -0.77531 -0.05754 -4.30362
H -3.66872 -1.24085 -1.91070
H -3.26483 -2.43929 0.94381
H 5.01756 3.58604 0.41531
H 1.61005 -2.32616 7.45050
H 2.03120 0.18072 -4.24403
H 1.32604 -2.03539 -1.53427
H 2.00296 -0.62449 7.93046
H 3.65210 5.73777 0.90369
H -2.49608 1.72842 -4.08263
H -2.09986 -0.18849 8.23719
H 0.14524 1.47494 -4.00976
H -2.20541 -6.27434 -5.91697
H 4.40438 3.97249 -4.00489
H -0.86050 1.20222 8.19397
H -2.47386 -3.14482 -2.19304
H 1.90757 -4.75198 -1.80642
H 0.29086 -2.13417 -4.16230
H -0.77926 -2.64234 5.14869
H 6.19866 5.07382 -0.81301
H 1.76192 -0.15029 -2.43960
```

Atomic partial charges in e from the Mulliken method, atoms 1 to 8: -0.205 -0.348 1.078 0.245 -0.521 -0.530 -0.371 -0.586